{"formula": "C9H36O9", "method": "the ωB97M-V functional and the def2-TZVPD basis", "de_lowest_kcal_mol": 341.6, "max_force_ev_per_a": 9.42, "symbols": ["C", "O", "H", "H", "H", "H", "C", "O", "H", "H", "H", "H", "C", "O", "H", "H", "H", "H", "C", "O", "H", "H", "H", "H", "C", "O", "H", "H", "H", "H", "C", "O", "H", "H", "H", "H", "C", "O", "H", "H", "H", "H", "C", "O", "H", "H", "H", "H", "C", "O", "H", "H", "H", "H"], "xyz": [[-1.624814, -1.817783, 2.585044], [-2.220204, -2.363880, 1.393166], [-1.183086, -2.570746, 3.237738], [-0.809521, -1.131143, 2.357138], [-2.316003, -1.317411, 3.263257], [-1.635137, -2.408464, 0.633352], [1.395909, -2.653666, 1.317652], [0.660047, -3.489696, 2.161155], [1.796341, -3.202007, 0.464974], [0.885698, -1.795203, 0.880805], [2.330381, -2.432750, 1.833460], [1.273614, -4.172536, 2.441992], [0.028273, 1.128507, -3.304021], [0.109994, 0.955694, -1.925380], [0.440642, 2.099441, -3.578475], [0.655733, 0.507510, -3.943354], [-0.995928, 1.027768, -3.663145], [0.774551, 1.530753, -1.538984], [-1.984071, -0.937932, -1.947834], [-2.300596, -0.841192, -0.564419], [-1.691418, 0.010328, -2.398677], [-1.211976, -1.654029, -2.229227], [-2.829256, -1.347348, -2.501127], [-3.056829, -1.386632, -0.335925], [-4.288473, 0.014963, 0.892878], [-3.951685, -0.313554, 2.221292], [-3.594100, 0.739130, 0.466820], [-4.231646, -0.781112, 0.150493], [-5.280118, 0.458626, 0.981817], [-4.141618, 0.418408, 2.812709], [2.150053, 2.448575, 1.986386], [2.040909, 3.266469, 0.798628], [2.009856, 2.943351, 2.947449], [1.334735, 1.725150, 1.982737], [3.155194, 2.042902, 2.101323], [1.155369, 3.541494, 0.550071], [-0.133165, 0.294919, 0.205629], [-1.417592, 0.352557, 0.820514], [0.065827, 1.272028, -0.234545], [0.596437, 0.117874, 0.995829], [-0.140899, -0.426557, -0.611393], [-2.004340, -0.151569, 0.252028], [2.549146, -0.366444, -0.866640], [2.457569, -1.787934, -0.892946], [2.470000, 0.067063, 0.130314], [3.534038, -0.031487, -1.192026], [1.812354, 0.157609, -1.475414], [3.104580, -2.040969, -0.230414], [2.550014, 2.270168, -1.862395], [1.614766, 2.009314, -0.815955], [2.985940, 1.556016, -2.561002], [2.005419, 2.908885, -2.557777], [3.337312, 2.964098, -1.567908], [1.761773, 2.592446, -0.067668]], "forces_ev_per_angstrom": [[1.0, -0.5, 0.6], [-0.7, -0.3, 1.3], [0.0, -0.6, -0.5], [-0.3, 0.1, -0.1], [-0.4, 0.1, -1.0], [0.6, 0.2, 0.7], [1.5, -1.0, -0.6], [-0.7, -0.3, 0.3], [-0.7, -0.4, -0.1], [-0.2, -0.3, 0.8], [0.1, 1.2, 0.3], [-0.2, -0.1, 0.1], [0.6, 1.0, -0.7], [-3.4, -2.0, -6.1], [-0.6, 0.6, -0.2], [0.1, -1.0, 0.3], [0.0, 0.2, -0.1], [-0.2, 0.6, 0.1], [-0.8, -0.4, -1.5], [-2.3, -5.3, -7.4], [-0.5, -0.3, 0.8], [0.5, -0.1, 0.8], [-0.5, 0.3, 0.0], [0.4, -0.5, -0.1], [-0.8, 1.8, 0.6], [0.2, -1.0, 0.0], [-0.2, 0.4, 0.3], [-1.3, -0.3, 1.2], [-0.3, -0.1, -0.9], [0.0, 0.2, -0.4], [-0.9, 0.0, 1.0], [1.8, 3.7, 4.9], [-0.2, 1.0, -0.4], [0.5, -0.5, -0.3], [-0.2, -0.2, -0.9], [-0.9, 1.0, 1.5], [-1.9, 0.8, 2.4], [3.7, 4.2, 4.1], [-0.6, -1.0, 1.7], [0.2, -0.4, 0.0], [0.6, -0.2, 0.9], [0.7, 1.5, 1.4], [0.9, 0.2, -0.1], [0.4, 1.0, -0.5], [-0.3, -0.5, 0.2], [0.3, -0.2, -0.3], [0.3, -1.7, 0.1], [0.0, -0.4, -0.1], [-0.1, 3.2, -1.1], [3.5, -1.5, -4.3], [-0.3, -1.0, 1.1], [-0.1, 0.2, -0.3], [0.3, -0.4, 0.6], [1.5, -0.8, -0.4]]}

{"formula": "C9H36O9", "method": "the ωB97M-V functional and the def2-TZVPD basis", "smiles": "CO.CO.CO.CO.CO.CO.CO.CO.CO", "de_lowest_kcal_mol": 127.9, "max_force_ev_per_a": 3.33, "symbols": ["C", "O", "H", "H", "H", "H", "C", "O", "H", "H", "H", "H", "C", "O", "H", "H", "H", "H", "C", "O", "H", "H", "H", "H", "C", "O", "H", "H", "H", "H", "C", "O", "H", "H", "H", "H", "C", "O", "H", "H", "H", "H", "C", "O", "H", "H", "H", "H", "C", "O", "H", "H", "H", "H"], "xyz": [[0.909826, -4.487970, 1.191201], [0.079966, -3.643015, 0.414922], [1.102423, -5.370132, 0.645117], [1.886658, -4.057150, 1.478398], [0.366306, -4.886082, 2.083115], [-0.558617, -3.152427, 1.003190], [-2.289841, -2.869568, -2.081564], [-1.286172, -2.475013, -3.062658], [-3.317362, -2.734941, -2.399174], [-2.236415, -3.883717, -1.734894], [-2.163920, -2.192863, -1.221913], [-0.475987, -2.967123, -2.783140], [-1.255608, 3.896687, 0.464487], [-0.488902, 2.718394, 0.829849], [-0.594561, 4.704198, 0.184843], [-1.922505, 3.694218, -0.357662], [-1.774386, 4.274763, 1.319144], [0.021827, 2.898264, 1.619388], [0.235976, 0.715946, 4.108608], [0.616301, 1.918883, 3.448063], [0.918122, -0.117177, 3.819496], [0.210038, 0.774035, 5.218076], [-0.753023, 0.556868, 3.677162], [1.350666, 2.300452, 3.890567], [-2.897600, 0.310566, -4.124796], [-3.286374, 1.595214, -4.500827], [-2.516001, 0.208322, -3.143653], [-3.774706, -0.392334, -4.336049], [-2.160861, -0.048966, -4.819263], [-4.221987, 1.735728, -4.407075], [-2.531826, -1.240407, 1.918834], [-1.243302, -1.846809, 1.904891], [-2.567050, -0.325088, 1.363309], [-3.266653, -1.893696, 1.467428], [-2.812445, -1.137653, 2.949009], [-0.687037, -1.212863, 1.384230], [0.184692, -0.280825, -1.135273], [0.217240, -0.000397, 0.185960], [0.810922, -1.166807, -1.402379], [-0.804869, -0.552528, -1.444058], [0.505197, 0.610550, -1.682408], [-0.060766, 0.935121, 0.304509], [3.288017, 3.641085, -0.179332], [2.706503, 4.519252, -1.073707], [2.597300, 2.795019, 0.023997], [4.148465, 3.058498, -0.600885], [3.686713, 4.071781, 0.759983], [3.125386, 5.361025, -0.947250], [3.546136, -0.905120, 0.119027], [4.899811, -0.670584, -0.184556], [3.083743, -0.032017, 0.511328], [3.031092, -1.177168, -0.803874], [3.419114, -1.707492, 0.827141], [5.000335, 0.133065, -0.688883]], "forces_ev_per_angstrom": [[-0.8, 0.2, 1.2], [-0.3, 0.3, 0.4], [0.4, -1.0, -1.0], [-0.5, 0.1, 0.0], [0.5, 0.6, -0.3], [0.8, -0.5, -0.6], [0.5, 1.4, 0.4], [-0.2, -1.5, 0.8], [0.1, 0.3, -0.8], [0.5, -0.6, 0.0], [-0.1, -0.4, 0.1], [-0.9, 0.7, -0.4], [1.3, -0.4, 0.5], [-0.8, 0.4, -0.9], [0.4, 0.2, -0.4], [-0.1, -0.4, -0.1], [-0.8, 0.0, 0.6], [0.1, 0.0, 0.4], [0.1, -0.5, -0.4], [-0.5, 0.0, -0.2], [-0.5, 0.4, 0.2], [-0.1, 0.2, -0.7], [0.0, -0.6, 0.5], [1.1, 0.5, 0.6], [-2.2, -1.8, -1.8], [0.6, 1.2, -0.1], [0.2, 0.1, 1.2], [1.1, 0.5, 0.8], [0.7, 0.0, -0.2], [-0.4, -0.2, 0.2], [0.0, -1.1, 0.1], [0.4, 1.1, -0.8], [0.2, 0.7, -0.1], [-0.2, -0.4, -0.2], [-0.3, 0.5, 0.5], [0.0, -0.5, 0.3], [0.5, -0.7, -2.5], [0.0, 0.9, 3.1], [-0.2, 0.8, 0.4], [-0.7, 0.0, -0.5], [0.1, -0.3, -0.5], [0.2, -0.5, 0.2], [1.1, -2.6, 0.6], [-0.5, 0.3, -0.3], [-0.1, 0.8, 0.3], [-0.2, 0.8, -0.1], [-0.6, 0.0, -0.3], [0.2, 0.7, -0.2], [-0.2, 0.0, -1.2], [0.9, -0.6, 0.6], [-0.6, 0.8, 0.5], [-0.3, -0.1, 0.1], [0.4, -0.3, 0.2], [-0.2, 0.2, -0.2]]}

no.,LUMO level (eV)
1,0.41
2,0.40